(1)
Formula: C23H17BrF10N4Ni
Source: the OMol25 dataset
Level of theory: ωB97M-V with the def2-TZVPD basis set

Geometry as ORCA input:
```
! wB97M-V def2-TZVPD RIJCOSX def2/J DEFGRID3
* xyz 0 3
Ni 0.0635 1.1575 0.6676
C 0.1366 4.0123 1.5452
N 0.0774 3.2606 0.2923
C -1.1793 3.5116 -0.4368
C -2.2991 2.6670 0.1484
N -1.8189 1.3069 0.3246
C -2.6241 0.2804 -0.1397
C -3.0749 0.2179 -1.4614
F -2.7320 1.1971 -2.3159
C -3.8299 -0.8275 -1.9604
F -4.2281 -0.8244 -3.2339
C -4.1366 -1.8996 -1.1386
F -4.8602 -2.9225 -1.5979
C -3.6827 -1.8917 0.1686
F -3.9664 -2.9216 0.9730
C -2.9597 -0.8141 0.6539
F -2.5742 -0.8683 1.9375
C 1.2794 3.4746 -0.5379
C 2.4296 2.6199 -0.0294
N 1.9968 1.2565 0.2237
C 2.5979 0.2594 -0.5135
C 3.0186 -0.9317 0.0865
F 2.9636 -1.0792 1.4211
C 3.5385 -1.9970 -0.6276
F 3.9068 -3.1121 0.0154
C 3.7149 -1.9053 -1.9972
F 4.2502 -2.9190 -2.6842
C 3.3467 -0.7334 -2.6338
F 3.4899 -0.6186 -3.9560
C 2.7865 0.2979 -1.9015
F 2.3572 1.3692 -2.6000
H 0.1522 5.0941 1.3598
H 1.0367 3.7414 2.0956
H -0.7335 3.7759 2.1563
H -1.0158 3.2123 -1.4723
H -1.4202 4.5840 -0.4212
H -3.1622 2.7272 -0.5230
H -2.6385 3.0974 1.0999
H 1.5353 4.5434 -0.5560
H 1.0242 3.1683 -1.5523
H 2.8405 3.0685 0.8854
H 3.2398 2.6788 -0.7636
C -0.0580 -4.5372 0.0118
C 0.0254 -3.3326 0.9059
C 0.1570 -3.4329 2.2846
C 0.2471 -2.2996 3.0827
C 0.1941 -1.0980 2.4204
Br 0.3426 0.5912 3.2704
N 0.0628 -0.9560 1.1168
C -0.0199 -2.0537 0.3664
H -0.0691 -5.4574 0.5921
H 0.7984 -4.5728 -0.6617
H -0.9643 -4.5133 -0.5925
H 0.1977 -4.4102 2.7496
H 0.3619 -2.3515 4.1535
H -0.1223 -1.8897 -0.7005
*
```

Values from the calculation:
F_max = 0.0197 hartree/bohr
electronic energy = -168345.83710 eV
⟨S²⟩ = 2.008
molar mass = 678.0 g/mol
energy above the lowest of the compared OMol25 structures with the same formula, charge and spin = 0.00 kcal per mole

(2)
Formula: C23H17BrF6N4O7S4Sc
Source: the OMol25 dataset
Level of theory: ωB97M-V with the def2-TZVPD basis set

Geometry as ORCA input:
```
! wB97M-V def2-TZVPD RIJCOSX def2/J DEFGRID3
* xyz -1 1
Sc -0.2730 0.3976 1.4009
Br -2.2958 -1.5371 0.5555
C -0.9049 -2.8047 0.0869
C -1.2680 -4.1136 -0.0019
C -0.3159 -5.0456 -0.4592
C 0.9197 -4.6129 -0.8489
C 1.2915 -3.2526 -0.7408
C 2.5703 -2.8051 -1.1543
C 2.9404 -1.5107 -0.9528
C 2.0640 -0.6129 -0.3060
C 0.7786 -0.9510 0.0551
C 0.3841 -2.3007 -0.1970
H -2.2689 -4.4281 0.2594
H -0.5846 -6.0918 -0.5188
H 1.6457 -5.3139 -1.2434
H 3.2394 -3.5092 -1.6333
H 3.9164 -1.1671 -1.2714
H 2.4361 0.3867 -0.0974
F -0.2645 5.4016 -1.2703
C 0.2306 4.1703 -1.2312
F -0.5918 3.3440 -1.8619
F 1.4237 4.1524 -1.7856
S 0.3501 3.6715 0.5488
O 0.5493 2.2121 0.5646
O 1.3579 4.4823 1.1272
N -1.1455 3.9945 1.0148
S -1.6993 2.7753 1.8160
O -2.0637 1.6243 0.9793
O -0.8879 2.3865 2.9410
C -3.2987 3.4144 2.4771
F -3.0725 4.3380 3.3937
F -3.9342 2.3860 3.0321
F -4.0396 3.9164 1.5024
C -1.3850 -1.4034 7.3906
C -1.3302 -0.9459 5.9657
C -2.4971 -0.6603 5.2475
C -2.3425 -0.3796 3.9117
N -1.1456 -0.3171 3.3359
C -0.0486 -0.4787 4.1295
S 1.4487 -0.1924 3.3613
N -0.1303 -0.8460 5.4150
H -2.3946 -1.3358 7.7920
H -0.7065 -0.8056 7.9979
H -1.0466 -2.4387 7.4489
H -3.4720 -0.6910 5.7103
H -3.1992 -0.2243 3.2647
N -0.8010 0.1364 -2.2578
C 0.1254 0.3094 -3.3036
C 1.2732 1.0729 -3.1168
C 2.2200 1.1763 -4.1278
C 2.0330 0.5142 -5.3281
C 0.8877 -0.2429 -5.5256
C -0.0597 -0.3466 -4.5196
S 3.2388 0.6702 -6.6592
O 3.4218 -0.6933 -7.1379
O 4.4130 1.2477 -6.0202
O 2.5784 1.5493 -7.6161
H -0.9323 0.9443 -1.6714
H -1.6774 -0.2665 -2.5513
H 1.4249 1.5727 -2.1678
H 3.1209 1.7634 -4.0027
H 0.7482 -0.7422 -6.4756
H -0.9543 -0.9437 -4.6703
*
```

Values from the calculation:
F_max = 0.0286 hartree/bohr
electronic energy = -194813.23579 eV
molar mass = 828.5 g/mol
energy above the lowest of the compared OMol25 structures with the same formula, charge and spin = 9.06 kcal per mole

(3)
Formula: C23H17Cl3CuN3O7S4
Source: the OMol25 dataset
Level of theory: ωB97M-V with the def2-TZVPD basis set

Geometry as ORCA input:
```
! wB97M-V def2-TZVPD RIJCOSX def2/J DEFGRID3
* xyz -2 1
Cu 1.4405 2.7846 1.0553
Cl 4.5188 -4.3394 2.5532
C 3.2611 -3.8891 1.4266
C 3.3190 -2.6745 0.7726
C 2.3061 -2.3527 -0.1189
C 1.2375 -3.2111 -0.3492
C 0.1041 -2.7512 -1.2310
C -0.9948 -2.1204 -0.3582
N -0.4675 -1.1812 0.6035
C -0.1621 -1.4685 1.9181
C 0.5077 -0.3782 2.3887
N 0.6162 0.5670 1.4025
C 0.0491 0.0528 0.3459
O 0.6532 -1.8414 -2.1583
C -0.1971 -1.4544 -3.2176
C 0.6483 -0.7562 -4.2332
C 0.6044 -0.9549 -5.5749
Cl -0.4073 -2.0661 -6.4292
S 1.7137 0.0370 -6.4336
C 2.2560 0.7450 -4.9621
C 1.6154 0.2392 -3.8826
C 1.2139 -4.4138 0.3417
Cl -0.1284 -5.5298 0.1406
C 2.2158 -4.7769 1.2250
H 4.1024 -1.9446 0.9351
H 2.3715 -1.3837 -0.5978
H -0.3421 -3.6011 -1.7638
H -1.5006 -2.9158 0.1896
H -1.7413 -1.6277 -0.9828
H -0.4350 -2.4085 2.3691
H 0.9086 -0.2095 3.3748
H 0.0000 0.5360 -0.6184
H -0.9748 -0.7655 -2.8641
H -0.6938 -2.3285 -3.6562
H 3.0198 1.5066 -4.9625
H 1.8202 0.5802 -2.8701
H 2.1757 -5.7210 1.7483
O -3.7672 6.2013 0.8455
S -3.2196 5.6474 2.0630
O -3.6140 6.3107 3.2870
N -1.6325 5.4284 1.9782
C -1.2919 4.1373 2.0423
O -0.1491 3.6703 2.0382
C -2.4905 3.2138 2.1533
C -2.5026 1.8325 2.2312
C -3.7344 1.1929 2.3173
C -4.9219 1.9231 2.3276
C -4.9021 3.3120 2.2564
C -3.6690 3.9267 2.1704
H -1.5704 1.2840 2.2219
H -3.7721 0.1111 2.3772
H -5.8698 1.4016 2.3930
H -5.8172 3.8910 2.2658
O 3.7195 0.1777 -0.1659
S 3.7936 1.6406 -0.0344
O 3.4642 2.0698 1.3528
O 5.0666 2.1712 -0.4981
S 2.2458 2.4741 -1.1488
*
```

Values from the calculation:
F_max = 0.0068 hartree/bohr
electronic energy = -168481.31379 eV
molar mass = 745.6 g/mol
energy above the lowest of the compared OMol25 structures with the same formula, charge and spin = 10.89 kcal per mole

(4)
Formula: C23H17IrN4O8SSe
Source: the OMol25 dataset
Level of theory: ωB97M-V with the def2-TZVPD basis set

Geometry as ORCA input:
```
! wB97M-V def2-TZVPD RIJCOSX def2/J DEFGRID3
* xyz -1 2
Ir 0.3265 -0.2677 -0.1976
O -5.1745 3.6158 1.8052
C -5.0742 2.4062 2.0708
O -5.8364 1.6269 2.6683
C -3.7513 1.7538 1.5828
C -3.4886 0.4154 1.8415
C -2.2881 -0.1381 1.4233
N -1.3710 0.6196 0.8187
C -1.6286 1.8855 0.4930
C -2.8174 2.4905 0.8686
C -0.5629 2.5376 -0.3125
C -0.6331 3.8667 -0.7089
C 0.3898 4.4020 -1.4697
C 1.4731 3.6067 -1.8106
C 1.4956 2.2955 -1.3760
N 0.5035 1.7779 -0.6437
C -1.9400 -1.5766 1.5899
C -2.8935 -2.5234 1.9595
C -2.5085 -3.8423 2.1024
C -1.1783 -4.1901 1.9047
C -0.2965 -3.1946 1.5293
N -0.6656 -1.9285 1.3541
H -4.2481 -0.1378 2.3762
H -3.0698 3.5156 0.6361
H -1.4835 4.4676 -0.4244
H 0.3374 5.4316 -1.7982
H 2.2872 3.9786 -2.4154
H 2.3102 1.6294 -1.6371
H -3.9209 -2.2280 2.1103
H -3.2416 -4.5959 2.3590
H -0.8352 -5.2085 2.0201
H 0.7487 -3.4172 1.3391
O -2.4010 -0.4429 -3.4402
C -1.5327 -0.9031 -2.7116
O -1.1305 -0.3139 -1.6527
C -0.9836 -2.2876 -3.1126
C -1.8010 -2.9807 -4.0034
C -1.5166 -4.2721 -4.4158
C -0.3818 -4.9164 -3.9539
C 0.4708 -4.2404 -3.0996
C 0.1836 -2.9404 -2.6805
S 1.3617 -2.3053 -1.5329
H -2.6837 -2.4652 -4.3530
H -2.1858 -4.7742 -5.1035
H -0.1451 -5.9229 -4.2739
H 1.3896 -4.7003 -2.7600
O 4.1978 0.3390 -3.0097
Se 3.9044 -1.0843 -2.3387
O 4.1395 -1.1178 -0.7325
O 2.0868 -1.0589 -2.3916
O 4.3734 -2.4010 -3.1090
N 1.9780 -0.1217 1.1030
H 2.1561 0.8208 1.4364
H 2.8182 -0.4270 0.5858
H 1.8941 -0.7142 1.9236
*
```

Values from the calculation:
F_max = 0.0255 hartree/bohr
electronic energy = -125488.14506 eV
⟨S²⟩ = 0.755
molar mass = 780.7 g/mol
energy above the lowest of the compared OMol25 structures with the same formula, charge and spin = 22.72 kcal per mole